C27H36O15S3 | wB97M-V/def2-TZVPD

Its orbital gap is 8.52 eV. The value obtained for the highest occupied orbital energy is -9.919 eV.

Atoms and positions in Å:
O -1.703053 4.365822 3.965991
C -1.872409 4.077395 2.806895
C -3.213152 3.948026 2.233247
C -3.329784 3.603919 0.991126
C -2.128729 3.253679 0.219210
O -2.245962 2.930024 -0.927006
C -0.804863 3.327263 0.761415
C -0.676572 3.695912 2.008911
H -4.078879 4.121176 2.846372
H -4.264382 3.359411 0.490022
H 0.023710 3.153284 0.091150
H 0.256615 3.888122 2.542600
O 1.548885 1.378767 1.856707
C 2.170470 0.643642 2.564778
C 1.959767 0.778210 4.009573
C 2.697899 0.051327 4.837243
C 3.705478 -0.812791 4.207582
O 4.305866 -1.541853 4.943925
C 3.922820 -0.934278 2.764759
C 3.172313 -0.230529 1.959870
H 1.133969 1.435597 4.249664
H 2.665210 0.009130 5.895069
H 4.718437 -1.610868 2.497928
H 3.217444 -0.218904 0.870700
O -2.582270 -1.342844 -0.661166
C -1.416657 -1.214017 -0.884630
C -0.528905 -2.359182 -0.663466
C 0.740086 -2.303622 -0.989586
C 1.251558 -0.978167 -1.363848
O 2.432116 -0.810083 -1.543859
C 0.352329 0.133578 -1.651649
C -0.944302 0.053500 -1.426889
H -1.087905 -3.224038 -0.332117
H 1.449627 -3.108798 -0.832920
H 0.833151 0.995804 -2.072249
H -1.626733 0.872663 -1.611563
C 2.788086 -4.383525 1.694513
C 2.152446 -4.150797 3.014108
O 1.187473 -3.072062 2.957888
S -0.339464 -3.438740 2.913627
C -0.815140 -3.557740 4.673100
O -0.996324 -2.277396 2.427644
O -0.499764 -4.781113 2.441332
H 2.100465 -4.900762 1.036610
H 3.721403 -4.929189 1.823990
H 3.082083 -3.417105 1.282032
H 1.686981 -5.047074 3.409775
H 2.890487 -3.900422 3.786026
H -1.907813 -3.703253 4.658421
H -0.716627 -2.623501 5.247938
H -0.203046 -4.331544 5.140857
C -6.843619 -2.366114 0.487208
C -5.899633 -2.056989 -0.558917
O -5.411879 -0.632567 -0.416725
S -5.917179 0.493429 -1.412559
C -4.977505 0.037244 -2.940570
O -7.301558 0.351611 -1.768782
O -5.314885 1.687835 -0.920218
H -6.983919 -3.443155 0.461062
H -7.734273 -1.733266 0.500236
H -6.326444 -2.173777 1.442807
H -5.096090 -2.760000 -0.796670
H -6.585098 -1.969272 -1.406749
H -3.912828 -0.017002 -2.714771
H -5.186225 0.738533 -3.752577
H -5.285170 -0.970002 -3.235228
C 3.653674 4.504872 -6.458172
C 4.247893 4.435842 -5.109215
O 3.883855 3.166442 -4.404935
S 4.990867 2.032670 -4.718880
C 4.368818 0.825384 -3.452972
O 4.750116 1.523157 -6.030297
O 6.281733 2.437266 -4.283775
H 2.601203 4.227923 -6.459440
H 4.172876 3.871305 -7.186857
H 3.691399 5.553422 -6.737480
H 5.345820 4.538825 -5.133116
H 3.823482 5.200513 -4.468779
H 3.554159 0.203740 -3.852264
H 4.035215 1.298624 -2.528442
H 5.190724 0.121423 -3.304569

Forces on atoms 1 to 2 (eV/Å):
O -0.08 0.53 0.86
C 0.46 -0.84 0.49

C25H26Br2N7O4SSeTi | wB97M-V/def2-TZVPD

Its orbital gap (spin up / spin down) is 6.51 / 6.31 eV. As for the total charge: +2. The value obtained for the highest occupied orbital energy (spin up / spin down) is -12.664 / -12.667 eV. Its multiplicity is 2. The calculation puts the energy above the lowest of the compared OMol25 structures with the same formula, charge and spin at 0.5653 eV.

Atoms and positions in Å:
Ti -0.096506 -0.236808 -0.471931
O 2.662243 1.384411 2.170633
C 2.025587 0.783888 1.216268
O 0.817603 0.925937 1.002666
C 2.793189 -0.099494 0.317321
C 4.145193 -0.378137 0.285381
C 4.591088 -1.256870 -0.701424
C 3.697622 -1.834425 -1.596135
C 2.355591 -1.507305 -1.480694
N 1.950835 -0.655863 -0.551324
C 1.186261 -2.026818 -2.305308
O 1.305537 -2.928208 -3.084059
O 0.068033 -1.378741 -2.005231
H 2.030611 1.840659 2.758691
H 4.827138 0.071976 0.993328
H 5.644905 -1.493110 -0.766154
H 4.021248 -2.524177 -2.364348
Br -6.237724 2.685708 -0.151231
C -4.556839 1.876101 -0.162178
C -4.331407 0.711268 0.551770
C -3.077213 0.141272 0.487111
N -2.073391 0.667089 -0.227340
C -2.284267 1.827173 -0.884754
C -3.519156 2.445210 -0.890053
C -1.115708 2.388065 -1.604491
C -1.103101 3.678539 -2.107404
C 0.020273 4.124426 -2.787534
Br 0.070983 5.859176 -3.472592
C 1.102548 3.272614 -2.950785
C 1.019927 2.013119 -2.399668
N -0.053727 1.569982 -1.736708
H -5.110902 0.253953 1.142973
H -2.844958 -0.768254 1.024078
H -3.695956 3.348254 -1.453465
H -1.941448 4.343561 -1.968875
H 1.985751 3.582397 -3.489784
H 1.841028 1.315083 -2.506186
C -1.394730 -0.712620 7.267763
N -0.866303 -0.313556 5.965473
C -1.095124 -0.833562 4.755247
S -0.730980 0.110816 3.373487
N -1.603728 -2.061893 4.594160
C -1.635437 -3.177689 5.535407
H -1.545819 0.188949 7.856294
H -0.713473 -1.367118 7.809108
H -2.359445 -1.197238 7.159134
H -0.407131 0.580459 5.923796
H -1.762061 -2.292322 3.626861
H -0.814269 -3.111569 6.242688
H -1.506721 -4.095959 4.966505
H -2.578017 -3.239961 6.076833
C 1.693784 -4.841905 0.444117
N 0.484154 -4.714000 -0.357477
C 0.152361 -5.570392 -1.385847
C -1.010994 -5.130705 -1.904318
N -1.377161 -4.014260 -1.184060
C -2.579910 -3.228390 -1.415837
C -0.454694 -3.758578 -0.242733
Se -0.520919 -2.384673 1.068651
H 1.728122 -5.831003 0.895008
H 1.678320 -4.088389 1.225907
H 2.566524 -4.704102 -0.192397
H 0.774021 -6.404877 -1.656947
H -1.606136 -5.505892 -2.717478
H -3.120973 -3.669547 -2.247758
H -2.307626 -2.207585 -1.672205
H -3.207369 -3.237500 -0.527214

Forces on atoms 1 to 2 (eV/Å):
Ti -0.93 -0.19 -0.47
O 0.01 -0.09 0.14

Record order is preserved below.
Calculated total energy: -3373.38837; -10449.39400 hartree